(1)
Density functional theory data (ωB97M-V/def2-TZVPD) for 9 unconnected molecules or ions with the total composition C45H62ClF9N5O28.

Cartesian coordinates (Å):
C -4.104 -2.897 -0.159
C -4.355 -1.292 -0.188
N -3.447 -0.746 -1.249
C -2.789 0.535 -0.847
C -1.187 0.488 -0.903
C -0.510 1.515 -1.918
N 0.934 1.065 -1.895
C -0.843 1.358 -3.513
N -0.569 2.778 -3.918
C -0.179 3.697 -2.825
N 0.346 4.901 -2.934
C 0.752 5.772 -1.752
C -0.532 6.187 -0.909
C -0.714 5.583 0.548
C 0.366 4.538 1.071
C 1.483 5.361 1.931
C 2.753 4.369 2.121
C 2.387 3.400 3.366
C 3.387 2.143 3.501
O 2.565 0.936 3.577
C 3.038 0.050 4.576
C 3.382 -1.450 4.094
O 3.173 0.346 5.788
C 0.542 5.437 -4.333
C 2.077 5.369 -4.784
O 2.366 4.634 -5.736
Cl 3.364 6.364 -3.935
N -0.510 2.979 -1.572
F -1.808 3.419 -1.362
C -4.174 -0.622 -2.524
C -5.372 0.391 -2.823
O -3.836 -1.403 -3.456
H -4.569 -3.367 0.767
H -2.973 -3.078 -0.090
H -4.541 -3.418 -1.075
H -5.467 -1.160 -0.449
H -4.134 -0.903 0.862
H -3.077 0.875 0.214
H -3.158 1.342 -1.564
H -0.733 0.596 0.142
H -0.906 -0.578 -1.247
H 1.003 0.045 -1.976
H 1.457 1.502 -2.668
H -1.867 0.938 -3.796
H -0.054 0.652 -3.964
H 0.281 2.735 -4.520
H 1.144 6.736 -2.250
H 1.633 5.352 -1.175
H -1.473 5.957 -1.535
H -0.525 7.337 -0.816
H -1.757 5.090 0.597
H -0.772 6.458 1.294
H 0.939 3.964 0.278
H -0.154 3.867 1.845
H 1.045 5.662 2.946
H 1.807 6.312 1.360
H 3.729 4.932 2.310
H 2.859 3.676 1.212
H 1.341 2.959 3.217
H 2.372 4.050 4.300
H 4.073 2.101 2.590
H 4.010 2.292 4.445
H 3.996 -1.435 3.130
H 3.878 -2.049 4.926
H 2.370 -1.927 3.834
H 0.274 6.557 -4.249
H -0.189 5.000 -5.085
H -5.814 0.288 -3.869
H -4.927 1.458 -2.780
H -6.188 0.380 -2.015
C 4.550 3.084 -2.573
C 5.998 3.006 -2.942
O 6.523 2.094 -1.999
C 5.492 1.264 -1.682
O 5.619 0.214 -1.127
O 4.291 1.776 -2.083
F 6.607 4.204 -2.771
H 4.356 3.814 -1.781
H 3.914 3.316 -3.429
H 6.184 2.636 -3.954
C -5.005 -7.530 1.887
C -4.436 -6.724 0.765
O -3.806 -5.642 1.429
C -3.433 -6.133 2.643
O -2.644 -5.598 3.370
O -4.059 -7.307 2.928
F -5.419 -6.229 -0.025
H -5.986 -7.174 2.207
H -5.079 -8.589 1.643
H -3.706 -7.254 0.158
C 7.309 5.449 -6.387
C 8.757 5.370 -6.755
O 9.279 4.456 -5.811
C 8.246 3.627 -5.496
O 8.373 2.576 -4.941
O 7.048 4.140 -5.898
F 9.368 6.564 -6.582
H 7.114 6.178 -5.596
H 6.674 5.683 -7.243
H 8.945 5.000 -7.767
C 6.690 4.401 7.280
C 5.375 3.935 6.741
O 5.310 4.553 5.469
C 6.606 4.689 5.067
O 6.938 4.919 3.943
O 7.475 4.522 6.102
F 4.349 4.394 7.496
H 6.622 5.375 7.773
H 7.132 3.686 7.975
H 5.294 2.850 6.627
C -4.766 -1.529 4.557
C -5.830 -2.410 5.131
O -6.800 -2.454 4.104
C -6.110 -2.290 2.943
O -6.548 -2.538 1.859
O -4.851 -1.816 3.168
F -6.388 -1.847 6.229
H -4.966 -0.466 4.721
H -3.775 -1.763 4.947
H -5.495 -3.425 5.365
C -1.266 -7.006 -3.099
C -2.336 -6.229 -3.797
O -3.514 -6.949 -3.485
C -3.278 -7.526 -2.275
O -4.131 -7.986 -1.569
O -1.955 -7.510 -1.958
F -2.159 -6.252 -5.140
H -0.894 -7.843 -3.697
H -0.412 -6.379 -2.804
H -2.437 -5.195 -3.454
C 3.208 -3.469 -3.268
C 2.072 -3.086 -2.373
O 1.070 -4.023 -2.707
C 1.738 -5.140 -3.112
O 1.236 -6.223 -3.213
O 3.045 -4.876 -3.378
F 1.615 -1.840 -2.670
H 3.135 -3.015 -4.260
H 4.179 -3.218 -2.839
H 2.297 -3.152 -1.305
C -8.568 -7.922 5.935
C -8.674 -7.194 4.632
O -7.423 -7.443 4.023
C -7.018 -8.654 4.503
O -6.147 -9.313 4.017
O -7.734 -9.024 5.601
F -8.800 -5.860 4.829
H -8.086 -7.325 6.714
H -9.538 -8.261 6.302
H -9.477 -7.550 3.981

Output
- E_tot: -149416.8950 eV
- Strongest force on any atom: 4.63 eV Å⁻¹
- Total charge: +1

(2)
Density functional theory data (ωB97M-V/def2-TZVPD) for a molecular structure, C45H63BBaN6O2S3.

Cartesian coordinates (Å):
Ba -0.148 0.367 0.753
C -3.083 -0.126 1.185
C -3.356 0.487 -0.083
C -3.496 -0.589 -1.021
C -3.333 -1.794 -0.295
C -3.101 -1.528 1.052
C -3.036 -2.566 2.150
C -2.405 -1.987 3.417
C -2.230 -3.783 1.688
C -4.460 -3.035 2.494
C -3.802 -0.700 -2.525
C -3.288 0.448 -3.398
C -3.143 -1.974 -3.082
C -5.317 -0.869 -2.752
C -3.736 1.979 -0.156
C -5.152 2.165 -0.726
C -3.791 2.576 1.261
C -2.745 2.856 -0.940
H -3.144 0.382 2.143
H -3.374 -2.790 -0.722
H -1.408 -1.581 3.203
H -2.304 -2.758 4.189
H -3.013 -1.177 3.829
H -1.262 -3.481 1.294
H -2.745 -4.306 0.879
H -2.084 -4.500 2.508
H -5.059 -2.197 2.860
H -4.446 -3.818 3.265
H -4.949 -3.434 1.603
H -2.221 0.623 -3.232
H -3.818 1.379 -3.219
H -3.434 0.200 -4.455
H -2.087 -2.015 -2.803
H -3.237 -2.003 -4.171
H -3.614 -2.881 -2.696
H -5.870 0.035 -2.494
H -5.695 -1.682 -2.126
H -5.529 -1.109 -3.802
H -5.859 1.515 -0.203
H -5.205 1.932 -1.787
H -5.477 3.205 -0.602
H -4.573 2.106 1.861
H -3.999 3.648 1.199
H -2.840 2.453 1.791
H -2.672 2.579 -1.989
H -1.741 2.802 -0.511
H -3.054 3.907 -0.895
O 1.225 1.030 2.554
S 2.282 1.670 3.400
C 2.722 0.400 4.636
C 2.732 -1.021 4.070
C 1.351 -1.667 4.178
C 1.235 -3.057 3.575
S 1.311 -3.086 1.742
O 1.118 -1.670 1.291
C 3.054 -3.427 1.503
C 3.593 -4.611 1.992
C 4.926 -4.902 1.746
C 5.703 -4.020 1.004
C 5.144 -2.857 0.495
C 3.810 -2.559 0.735
C 3.789 1.583 2.440
C 4.922 2.204 2.956
C 6.107 2.154 2.241
C 6.149 1.503 1.011
C 5.005 0.913 0.497
C 3.814 0.949 1.212
H 1.995 0.514 5.446
H 3.698 0.708 5.017
H 3.466 -1.617 4.619
H 3.063 -1.001 3.030
H 0.616 -1.014 3.714
H 1.069 -1.749 5.232
H 0.264 -3.495 3.812
H 2.016 -3.729 3.934
H 2.977 -5.312 2.548
H 5.355 -5.821 2.125
H 6.744 -4.252 0.810
H 5.745 -2.179 -0.099
H 3.345 -1.671 0.323
H 4.874 2.734 3.904
H 6.994 2.636 2.634
H 7.073 1.480 0.445
H 5.020 0.444 -0.481
H 2.917 0.521 0.768
B 2.338 3.265 -0.984
N 1.535 3.507 0.330
C 1.965 4.419 1.224
C 0.951 4.656 2.136
C -0.086 3.818 1.712
N 0.272 3.135 0.621
N 2.022 1.941 -1.753
C 2.465 1.753 -3.006
C 2.301 0.416 -3.342
C 1.711 -0.148 -2.206
N 1.556 0.780 -1.254
H 3.504 3.242 -0.652
H 2.118 4.161 -1.764
H 2.952 4.850 1.131
H 0.962 5.334 2.975
H -1.068 3.681 2.144
H 2.880 2.578 -3.567
H 2.576 -0.070 -4.266
H 1.440 -1.178 -1.994
C -0.346 -1.311 -5.737
C 0.306 -2.556 -5.237
C 0.863 -3.519 -6.022
C 1.432 -4.643 -5.382
N 1.484 -4.775 -4.074
C 0.969 -3.807 -3.275
S 1.059 -3.840 -1.614
N 0.351 -2.735 -3.898
C 2.036 -5.747 -6.197
H -0.268 -1.248 -6.819
H 0.127 -0.433 -5.290
H -1.396 -1.296 -5.453
H 0.853 -3.429 -7.100
H -0.072 -2.051 -3.290
H 1.762 -5.672 -7.249
H 1.720 -6.710 -5.798
H 3.124 -5.699 -6.110

Output
- E_tot: -94601.2340 eV
- Strongest force on any atom: 2.75 eV Å⁻¹

Summary of lowest unoccupied orbital energy in eV
-4.2472, 0.1213
(order as listed above)
Summary of E_HOMO in eV
-11.11, -6.07
(order as listed above)